(1)
# C10H18Br6O16S4

A structure of composition C10H18Br6O16S4 at a distorted geometry (ωB97M-V with the def2-TZVPD basis set, the Open Molecules 2025 dataset).

## Properties
HOMO energy, hartree: -0.3726
Relative energy (zero: lowest compared OMol25 entry of this formula, charge and spin), kJ/mol: 0.0
Kohn-Sham gap, eV: 10.01
Strongest force on any atom, eV/Å: 1.7
Lowest unoccupied orbital energy, hartree: -0.00460

Geometry (Å):
Br  -2.612  -0.648  -3.443
Br  -5.078  -2.553  -3.102
Br  2.808  -2.498  0.186
Br  -4.573  -0.286  -0.914
Br  0.331  -2.238  2.082
Br  -0.119  -2.403  -1.095
S  -2.125  1.622  1.530
S  0.631  1.274  -4.752
S  3.897  1.790  0.158
S  -2.893  -3.602  3.718
O  -1.721  -2.905  4.098
O  -0.670  1.525  0.887
O  -3.404  -3.080  2.284
O  1.379  1.494  -3.347
O  3.796  2.910  -0.688
O  5.136  0.901  -0.287
O  4.439  2.154  1.626
O  -2.873  -4.997  3.732
O  0.752  -0.345  -4.756
O  -2.140  2.595  2.553
O  2.757  0.978  0.372
O  -2.836  2.217  0.227
O  1.425  1.802  -5.789
O  -0.724  1.655  -4.656
O  -4.147  -2.977  4.483
O  -2.603  0.322  1.782
C  1.867  0.257  -2.822
C  -3.740  -1.516  -2.158
C  5.655  1.497  1.891
C  1.919  -0.675  -4.015
C  -0.529  2.704  0.059
C  -4.142  -1.852  2.472
C  -1.868  2.837  -0.652
C  1.021  -1.770  0.338
C  -4.134  -1.619  4.003
C  5.724  0.349  0.901
H  2.809  -0.462  -4.612
H  5.124  -0.528  1.165
H  1.052  -0.692  0.308
H  1.852  -1.702  -3.668
H  -3.282  -1.048  4.374
H  6.737  -0.016  0.756
H  6.522  2.147  1.777
H  -5.186  -2.040  2.222
H  5.656  1.100  2.905
H  -3.698  -1.048  1.900
H  1.211  -0.133  -2.042
H  -0.249  3.545  0.703
H  -2.106  3.893  -0.794
H  -3.188  -2.270  -1.620
H  -1.968  2.342  -1.617
H  2.831  0.467  -2.368
H  -5.004  -1.067  4.351
H  0.283  2.591  -0.647

=====

(2)
# C35H29ClF5NO2

A cluster of 5 separate species, C35H29ClF5NO2 in total at a distorted geometry (ωB97M-V with the def2-TZVPD basis set, the Open Molecules 2025 dataset).

## Properties
HOMO energy, hartree: -0.3366
Kohn-Sham gap, eV: 8.19
Structure (SMILES): C[C@@H](F)Cc1cc(Cl)cc2c1C(=O)NC2=O.Fc1ccccc1.Fc1ccccc1.Fc1ccccc1.Fc1ccccc1
Strongest force on any atom, eV/Å: 2.0
Lowest unoccupied orbital energy, hartree: -0.03565

Geometry (Å):
Cl  -0.742  -2.866  -3.728
F  2.894  10.786  3.023
F  -0.635  7.044  -1.319
F  0.559  1.279  -2.971
F  3.310  -6.426  6.627
F  -2.837  -8.873  -1.049
O  -0.986  -1.869  1.958
O  -1.051  -6.473  2.065
N  -1.222  -4.138  2.415
C  -1.077  -5.708  -0.935
C  2.265  -5.606  6.399
C  -0.972  3.456  -1.626
C  0.355  0.566  -6.508
C  1.140  2.818  -6.189
C  -0.996  -3.536  0.144
C  0.131  -3.929  5.932
C  1.600  -5.683  5.191
C  -1.122  -5.341  1.656
C  1.894  9.656  -0.791
C  2.566  10.415  1.771
C  0.283  0.394  -5.133
C  -0.804  3.071  -0.302
C  0.786  1.776  -7.036
C  3.242  10.973  0.704
C  -1.048  -3.003  1.562
C  -0.920  4.799  -1.970
C  -2.380  -7.844  -0.203
C  1.221  9.108  0.293
C  0.521  -4.840  4.959
C  -0.890  -3.656  -2.175
C  1.562  9.485  1.585
C  -0.690  5.737  -0.984
C  -1.153  -7.219  -0.924
C  -1.062  -4.922  0.199
C  1.886  -4.710  7.379
C  -0.515  5.372  0.336
C  -0.914  -2.870  -1.047
C  -3.560  -6.906  0.049
C  -0.980  -5.027  -2.138
C  -0.578  4.028  0.677
C  2.905  10.585  -0.585
C  0.634  1.442  -4.307
C  1.059  2.654  -4.813
C  0.814  -3.862  7.139
H  -0.451  3.729  1.709
H  -2.040  -8.321  0.717
H  -3.465  -6.507  1.063
H  -0.963  -5.597  -3.063
H  1.630  9.358  -1.797
H  -0.242  -7.647  -0.487
H  2.427  -4.679  8.316
H  0.512  -3.149  7.895
H  -1.161  -7.564  -1.965
H  0.846  1.907  -8.109
H  -0.708  -3.270  5.747
H  -3.694  -6.132  -0.709
H  0.433  8.389  0.132
H  -0.043  -0.542  -4.699
H  1.055  9.064  2.443
H  1.479  3.760  -6.599
H  4.022  11.701  0.885
H  1.322  3.457  -4.135
H  3.432  11.009  -1.430
H  -0.014  -4.893  4.024
H  -0.332  6.132  1.085
H  1.925  -6.395  4.444
H  -0.848  2.023  -0.035
H  -0.869  -1.787  -1.079
H  0.076  -0.245  -7.168
H  -1.144  2.712  -2.388
H  -4.462  -7.530  0.059
H  -2.157  -4.238  2.812
H  -1.057  5.120  -2.995

=====

(3)
# C4H3NO

An isolated molecule of C4H3NO at a distorted geometry (ωB97M-V with the def2-TZVPD basis set, the Open Molecules 2025 dataset).

## Properties
HOMO energy, hartree: -0.3740
Relative energy (zero: lowest compared OMol25 entry of this formula, charge and spin), kJ/mol: 140.1
Kohn-Sham gap, eV: 8.19
Structure (SMILES): O=C1C=CC=N1
Strongest force on any atom, eV/Å: 7.1
Lowest unoccupied orbital energy, hartree: -0.07292

Geometry (Å):
O  0.369  1.289  1.526
N  -0.718  0.730  -0.561
C  0.217  -1.344  -0.797
C  -0.493  -0.296  -1.279
C  -0.010  0.521  0.598
C  0.586  -0.792  0.435
H  -1.092  -0.332  -2.155
H  0.289  -2.430  -1.078
H  1.079  -1.192  1.211

=====

(4)
# C6H10N2

A cluster of 2 separate species, C6H10N2 in total at a distorted geometry (ωB97M-V with the def2-TZVPD basis set, the Open Molecules 2025 dataset).

## Properties
HOMO energy, hartree: -0.4237
Relative energy (zero: lowest compared OMol25 entry of this formula, charge and spin), kJ/mol: 73.6
Kohn-Sham gap, eV: 12.27
Structure (SMILES): CCC#N.CCC#N
Strongest force on any atom, eV/Å: 2.7
Lowest unoccupied orbital energy, hartree: 0.02719

Geometry (Å):
N  -2.575  0.754  -1.670
N  2.558  -0.753  1.681
C  -2.174  2.823  -0.090
C  2.180  -2.823  0.096
C  2.396  -1.670  0.971
C  -1.148  3.792  -0.690
C  1.146  -3.792  0.681
C  -2.403  1.671  -0.962
H  0.176  -3.285  0.816
H  -1.499  4.170  -1.664
H  1.852  -2.440  -0.889
H  1.003  -4.650  0.003
H  -0.180  3.284  -0.838
H  3.157  -3.324  -0.046
H  -3.148  3.325  0.065
H  1.485  -4.170  1.660
H  -0.994  4.650  -0.013
H  -1.832  2.440  0.890

=====

(5)
# C39H70F3N3O15

A cluster of 7 separate species, C39H70F3N3O15 in total at a distorted geometry (ωB97M-V with the def2-TZVPD basis set, the Open Molecules 2025 dataset).

## Properties
HOMO energy, hartree: -0.2884
Relative energy (zero: lowest compared OMol25 entry of this formula, charge and spin), kJ/mol: 0.0
Kohn-Sham gap, eV: 7.82
Structure (SMILES): CC1(C)CCCC(C)(C)N1O.CC1(C)CCCC(C)(C)N1O.CC1(C)CCCC(C)(C)N1O.O=C1OC[C@@H](F)O1.O=C1OC[C@@H](F)O1.O=C1OC[C@@H](F)O1.O=C1OCCO1
Strongest force on any atom, eV/Å: 2.8
Lowest unoccupied orbital energy, hartree: -0.00093

Geometry (Å):
F  2.147  -0.911  5.111
F  0.772  -7.516  1.295
F  -1.934  2.763  -3.093
O  2.591  -1.376  3.001
O  2.007  1.235  0.820
O  2.077  -4.306  1.349
O  1.759  0.184  -1.148
O  4.352  -2.635  3.266
O  -5.389  0.066  4.472
O  3.292  1.788  -0.941
O  4.087  -1.484  1.353
O  -1.224  0.743  -2.278
O  4.405  -2.254  -6.114
O  -4.262  5.225  0.148
O  0.173  -5.364  0.856
O  -1.040  -1.378  -2.824
O  0.136  -3.173  1.221
O  -0.678  0.341  -4.360
N  4.905  -2.085  -4.827
N  -4.900  -0.806  3.459
N  -2.991  5.395  0.767
C  1.193  -6.337  0.800
C  -0.812  6.368  0.709
C  -5.036  0.736  1.491
C  2.426  1.134  -0.444
C  2.351  -1.936  4.260
C  5.839  -3.050  -2.729
C  -2.601  4.162  1.404
C  -2.115  6.258  -0.057
C  -2.695  7.676  -0.040
C  -0.939  -0.238  -3.147
C  -0.039  1.567  -4.055
C  -7.001  -0.666  2.152
C  -0.859  1.980  -2.825
C  2.320  -5.705  1.618
C  -1.893  5.813  -1.524
C  4.981  -2.085  -1.911
C  5.356  -3.303  -4.163
C  4.260  -4.375  -4.115
C  4.740  -0.785  -2.692
C  -5.466  -0.570  2.148
C  6.528  -3.804  -5.005
C  0.740  -4.188  1.245
C  3.692  -2.700  4.537
C  4.109  -1.077  -4.077
C  -3.600  -2.070  1.209
C  0.898  -0.524  -0.221
C  -5.083  -1.708  1.150
C  -2.544  0.039  3.430
C  2.631  -1.467  -3.948
C  -3.386  -1.722  5.053
C  0.892  0.338  1.020
C  -2.570  2.947  0.448
C  -3.125  -2.270  2.634
C  -1.124  4.245  1.904
C  3.704  -1.847  2.426
C  4.318  0.236  -4.863
C  -3.455  -1.186  3.629
C  -0.157  5.022  0.971
C  -3.403  3.968  2.710
H  -0.997  4.572  2.938
H  4.041  1.137  -4.316
H  -3.045  3.048  3.169
H  4.127  -0.254  -1.965
H  -5.713  -2.602  1.153
H  -2.913  1.042  3.613
H  -0.203  2.295  -4.848
H  -0.112  -0.600  -0.613
H  -7.340  -0.500  1.125
H  -3.261  4.855  3.326
H  5.340  0.396  -5.209
H  0.838  5.177  1.380
H  2.206  -5.901  2.685
H  -2.966  8.017  0.961
H  4.040  -2.609  -1.692
H  -1.857  4.728  -1.573
H  -2.084  0.038  2.436
H  -3.550  7.837  -0.699
H  0.102  1.085  1.092
H  -3.562  2.793  0.020
H  3.574  -3.769  4.699
H  3.606  -4.331  -4.995
H  1.023  1.460  -3.830
H  4.656  -5.393  -4.145
H  -2.238  2.023  0.919
H  3.287  -6.082  1.300
H  -3.404  -3.236  3.072
H  5.729  -0.325  -2.633
H  3.700  0.103  -5.758
H  3.516  -4.292  -3.318
H  7.009  -4.708  -4.618
H  6.912  -2.855  -2.658
H  6.215  -4.001  -6.029
H  2.448  -2.125  -3.104
H  -3.961  0.839  1.366
H  4.852  -1.604  -6.665
H  -0.100  6.829  0.009
H  -5.604  0.850  0.570
H  -3.052  -1.167  0.913
H  -4.489  3.907  2.606
H  -2.032  -2.344  2.561
H  -4.118  -2.492  5.284
H  -4.626  6.115  0.090
H  2.114  -1.743  -4.872
H  5.334  -1.916  -0.893
H  -1.890  3.185  -0.369
H  -5.900  -0.576  4.976
H  -1.666  -0.159  4.061
H  7.333  -3.066  -4.977
H  -5.296  -1.350  0.137
H  -0.138  4.414  0.065
H  -0.727  3.226  1.910
H  -7.427  0.067  2.835
H  -2.369  -2.059  5.280
H  4.284  -2.220  5.313
H  1.454  -6.415  -0.259
H  -2.710  6.047  -2.212
H  -3.277  -2.867  0.543
H  -1.865  8.322  -0.338
H  -0.815  6.998  1.598
H  1.992  -0.586  -3.791
H  -0.161  2.616  -2.270
H  1.330  -1.507  -0.070
H  1.506  -2.622  4.259
H  -1.033  6.302  -1.983
H  -3.541  -0.889  5.740
H  -7.328  -1.701  2.257
H  0.901  -0.391  1.825
H  -5.219  1.602  2.140
H  5.759  -3.999  -2.185

=====

(6)
# AlBH10O3

A structure of composition AlBH10O3 at a distorted geometry (ωB97M-V with the def2-TZVPD basis set, the Open Molecules 2025 dataset).

## Properties
HOMO energy, hartree: -0.6933
Relative energy (zero: lowest compared OMol25 entry of this formula, charge and spin), kJ/mol: 403.5
Net charge: +2
Kohn-Sham gap, eV: 4.20
Strongest force on any atom, eV/Å: 2.8
Lowest unoccupied orbital energy, hartree: -0.53889

Geometry (Å):
Al  -0.049  1.241  0.197
O  1.817  3.027  1.351
O  -2.493  -0.055  -0.497
O  -0.267  -1.218  1.528
B  0.718  -1.244  -1.760
H  -3.108  -0.292  0.210
H  -0.358  -0.610  -1.692
H  0.801  -2.363  -1.315
H  1.944  2.712  2.254
H  -0.896  -1.556  2.178
H  2.081  3.956  1.374
H  0.460  -1.854  1.534
H  -3.061  0.260  -1.215
H  1.497  -0.566  -1.186
H  0.912  -1.437  -2.960